ORCA calculation (wB97M-V/def2-TZVPD) on a cluster of 5 separate species, C25H50BrFN2O16S2 in total at a distorted geometry.

Values from the calculation:
Orbital gap: 8.205 eV
SMILES: CCCCCCC[C@H](NS)[C@@H](O[C@H](CN)CC(=O)Br)S(=O)(=O)F.COC(=O)OC.COC(=O)OC.COC(=O)OC.COC(=O)OC

Each line ends with the Mulliken charge.
Positions of all 97 atoms, in Å:
C: 7.572 -3.440 0.848  -0.82
C: 7.944 -4.823 0.031  -0.43
C: 6.558 -5.685 -0.131  -0.74
C: 5.325 -4.830 -0.861  -0.34
C: 4.022 -5.851 -0.866  -0.70
C: 2.712 -5.236 -0.049  -0.29
C: 1.742 -6.516 0.292  -1.04
C: 0.134 -6.237 0.060  -0.30
N: -0.211 -5.593 -1.263  -0.28
S: -1.160 -6.814 -2.147  -0.24
C: -0.407 -5.444 1.388  -0.19
O: -1.308 -4.313 1.122  -0.41
C: -2.650 -4.745 0.706  0.57
C: -3.039 -3.792 -0.613  -0.84
N: -3.971 -4.489 -1.583  -0.53
C: -3.804 -4.643 1.873  -0.36
C: -5.216 -3.948 1.374  0.21
O: -6.184 -4.660 0.785  -0.50
Br: -5.499 -1.971 1.619  -0.15
S: -1.078 -6.701 2.629  1.21
O: -2.085 -7.713 2.026  -0.55
O: 0.124 -7.572 3.168  -0.60
F: -1.745 -5.914 4.008  -0.29
H: 8.495 -3.023 1.441  0.30
H: 6.657 -3.696 1.542  0.21
H: 7.179 -2.675 0.022  0.19
H: 8.394 -4.636 -1.041  0.29
H: 8.740 -5.414 0.670  0.29
H: 6.811 -6.652 -0.783  0.28
H: 6.247 -6.056 0.941  0.30
H: 5.045 -3.851 -0.275  0.28
H: 5.641 -4.622 -1.982  0.24
H: 3.760 -6.177 -1.975  0.21
H: 4.305 -6.855 -0.291  0.36
H: 2.199 -4.441 -0.767  0.26
H: 3.081 -4.633 0.890  0.29
H: 1.910 -6.757 1.448  0.33
H: 2.075 -7.486 -0.307  0.37
H: -0.384 -7.309 0.063  0.68
H: 0.618 -5.448 -1.880  0.42
H: -2.361 -7.087 -1.473  0.20
H: 0.560 -4.977 1.910  0.38
H: -2.653 -5.846 0.295  0.00
H: -3.369 -2.706 -0.308  0.23
H: -2.004 -3.658 -1.192  0.33
H: -3.621 -4.224 -2.547  0.27
H: -4.884 -3.967 -1.501  0.28
H: -4.086 -5.770 2.148  0.24
H: -3.408 -4.153 2.881  0.36
C: -7.773 2.053 1.911  -0.66
O: -6.388 2.088 1.569  -0.21
C: -5.787 3.283 1.796  0.67
O: -6.324 4.281 2.250  -0.55
O: -4.485 3.175 1.429  -0.26
C: -3.723 4.367 1.614  -0.82
H: -8.151 1.051 1.688  0.20
H: -7.911 2.244 2.980  0.33
H: -8.337 2.775 1.311  0.29
H: -3.700 4.650 2.671  0.41
H: -4.125 5.181 1.002  0.37
H: -2.698 4.166 1.289  0.21
C: 0.489 4.089 -4.346  -0.66
O: -0.104 3.396 -3.250  -0.30
C: -1.341 3.839 -2.912  0.79
O: -1.951 4.747 -3.456  -0.57
O: -1.782 3.098 -1.864  -0.27
C: -3.081 3.456 -1.398  -0.57
H: 1.475 3.653 -4.529  0.24
H: -0.115 3.968 -5.251  0.32
H: 0.621 5.149 -4.106  0.25
H: -3.828 3.310 -2.185  0.32
H: -3.092 4.491 -1.040  0.24
H: -3.332 2.800 -0.560  0.22
C: 1.514 3.705 -0.689  -0.41
O: 2.701 4.431 -1.004  -0.30
C: 3.160 5.215 0.005  0.83
O: 2.651 5.334 1.108  -0.57
O: 4.283 5.842 -0.427  -0.34
C: 4.880 6.706 0.537  -0.62
H: 1.238 3.114 -1.566  0.19
H: 1.690 3.021 0.147  0.37
H: 0.691 4.391 -0.463  0.13
H: 5.191 6.142 1.422  0.29
H: 4.191 7.512 0.813  0.27
H: 5.770 7.154 0.085  0.23
C: 0.718 7.198 -1.207  -0.47
O: 0.638 8.528 -0.697  -0.35
C: -0.443 8.759 0.091  0.68
O: -1.308 7.946 0.379  -0.53
O: -0.394 10.051 0.504  -0.34
C: -1.477 10.439 1.347  -0.61
H: 1.619 7.126 -1.823  0.33
H: 0.801 6.475 -0.389  0.10
H: -0.148 6.974 -1.837  0.33
H: -1.481 9.845 2.267  0.29
H: -2.431 10.344 0.819  0.29
H: -1.336 11.489 1.616  0.22

***

ORCA calculation (wB97M-V/def2-TZVPD) on a structure of composition C25H50ClNP2PbSSi2 at a distorted geometry.

Values from the calculation:
Orbital gap (alpha / beta): 4.750 / 4.745 eV
Energy relative to the best compared isomer or geometry (same formula, charge and spin): 0.0 kcal/mol

Each line ends with the Mulliken charge.
Positions of all 83 atoms, in Å:
Pb: -0.084 0.040 0.716  1.29
C: 2.208 -0.143 -1.762  -0.82
C: 1.442 -1.329 -1.947  0.48
C: 0.233 -0.931 -2.598  -0.39
Si: 2.036 -3.013 -1.374  -0.31
C: 0.233 0.487 -2.724  -0.36
C: 1.445 0.991 -2.156  0.55
Si: 2.038 2.749 -1.888  -0.33
H: 3.248 -0.112 -1.412  0.32
H: -0.523 -1.623 -2.981  0.39
H: -0.522 1.102 -3.220  0.39
Cl: -4.882 0.165 1.978  -0.43
C: 3.901 2.687 -1.771  -1.19
C: 1.493 3.801 -3.331  -1.03
C: 3.897 -2.924 -1.263  -1.20
C: 1.506 -4.299 -2.619  -1.02
H: 2.133 3.565 -4.194  0.39
H: 1.628 4.861 -3.077  0.35
H: 0.448 3.631 -3.619  0.33
H: 4.230 2.182 -0.853  0.31
H: 4.301 3.709 -1.772  0.37
H: 4.320 2.147 -2.632  0.34
H: 2.127 -4.191 -3.521  0.39
H: 0.453 -4.210 -2.914  0.33
H: 1.677 -5.300 -2.198  0.35
H: 4.323 -2.544 -2.201  0.34
H: 4.301 -3.928 -1.082  0.37
H: 4.220 -2.264 -0.447  0.31
C: 1.329 3.425 -0.260  -1.12
C: 1.336 -3.403 0.345  -1.12
P: -0.374 2.926 0.221  0.09
H: 1.394 4.523 -0.267  0.74
H: 1.990 3.066 0.546  0.43
P: -0.377 -2.842 0.747  0.12
H: 1.992 -2.901 1.077  0.43
H: 1.417 -4.487 0.526  0.73
C: -0.874 -3.536 2.408  0.80
C: -1.434 -3.789 -0.468  1.40
C: -1.431 3.668 -1.122  1.38
C: -0.878 3.882 1.742  0.81
C: -0.932 2.985 2.990  -1.35
H: -1.919 4.176 1.514  0.33
C: -0.046 5.133 2.015  -1.61
H: 1.018 4.912 2.172  0.29
H: -0.430 5.574 2.945  0.49
H: -0.135 5.883 1.222  0.30
H: -1.594 2.126 2.810  0.23
H: -1.363 3.551 3.831  0.48
H: 0.060 2.623 3.297  0.17
H: -0.963 3.335 -2.066  -0.71
C: -1.426 5.201 -1.090  -1.59
C: -2.859 3.093 -1.070  -1.30
H: -0.417 5.633 -1.164  0.30
H: -1.911 5.592 -0.184  0.29
H: -1.997 5.567 -1.954  0.48
H: -2.885 2.041 -1.382  0.19
H: -3.500 3.666 -1.755  0.47
H: -3.300 3.149 -0.063  0.26
H: -0.961 -3.609 -1.449  -0.71
C: -2.862 -3.215 -0.523  -1.31
C: -1.436 -5.301 -0.206  -1.61
H: -0.429 -5.744 -0.215  0.30
H: -2.009 -5.791 -1.005  0.48
H: -1.919 -5.549 0.749  0.31
H: -2.885 -2.228 -1.001  0.18
H: -3.314 -3.104 0.475  0.27
H: -3.499 -3.890 -1.111  0.47
C: -0.964 -2.449 3.492  -1.35
C: -0.044 -4.739 2.850  -1.55
H: -1.907 -3.877 2.221  0.34
H: 1.025 -4.500 2.931  0.29
H: -0.152 -5.599 2.172  0.29
H: -0.422 -5.067 3.831  0.47
H: 0.009 -2.010 3.759  0.19
H: -1.387 -2.885 4.408  0.47
H: -1.638 -1.634 3.190  0.24
C: -2.322 0.073 0.750  -1.43
H: -2.698 -0.005 -0.282  0.18
H: -2.708 -0.766 1.335  0.57
H: -2.678 1.007 1.188  0.61
S: 1.137 0.487 5.357  -0.40
C: 1.303 0.254 3.784  0.41
N: 1.439 0.061 2.598  -0.69

***

| no. | M (g mol⁻¹) |
| --- | --- |
| 1 | 797.71 |
| 2 | 757.52 |